Formula: C2H10NO2
Source: OMol25
Level of theory: ωB97M-V/def2-TZVPD

The calculation puts the HOMO energy at -14.54 eV. The total energy comes out at -7813.729 eV. As for the largest force on an atom: 3.35 eV/Å. Its net charge is +1.

Structure (XYZ):
```
15
Properties=species:S:1:pos:R:3:forces:R:3:mulliken_charge:R:1
C -0.21686 0.36953 -2.52096 2.60 0.33 2.09 -0.74
C 1.27131 2.08561 -1.41610 1.49 -1.20 -1.64 -0.06
N 0.58338 1.02677 -1.35744 -2.67 -0.13 -0.68 0.04
H 0.12762 -0.65400 -2.34593 -0.93 -0.18 -0.38 0.31
H -1.22921 0.60286 -2.20915 -0.24 -0.33 -0.86 0.28
H 0.21307 0.70108 -3.45095 -0.56 0.42 -0.42 0.40
H 1.50748 2.34344 -2.46400 -0.13 0.63 0.70 0.22
H 1.89139 2.48509 -0.61669 -0.74 0.13 0.30 0.30
H 0.12262 0.56016 -0.54986 1.37 0.20 0.97 0.30
H -1.41694 -0.60027 0.62568 -0.60 0.04 -0.02 0.32
H -0.22016 -1.20300 1.28742 0.18 0.28 -0.43 0.31
O -0.48754 -0.74939 0.46108 0.21 -0.22 0.57 -0.69
H -0.84392 -2.91095 3.95788 0.08 0.07 -0.02 0.33
H -1.17504 -1.57246 4.58057 -0.20 0.28 0.37 0.32
O -0.69942 -1.96317 3.85229 0.14 -0.30 -0.54 -0.63
```
Positions in Å, forces in eV/Å.

---

Formula: C3H9NOS
Source: OMol25
Level of theory: ωB97M-V/def2-TZVPD

The calculation puts the HOMO energy (spin up / spin down) at -8.40 / -8.39 eV. The total energy comes out at -17622.672 eV. As for the largest force on an atom: 5.68 eV/Å. The structure (SMILES) is C=[S@](C)(=O)NC. Its net charge is 0.

Structure (XYZ):
```
15
Properties=species:S:1:pos:R:3:forces:R:3:mulliken_charge:R:1
C 0.02792 -0.81433 1.50918 1.07 -1.69 -0.41 -0.89
C -1.50412 1.21594 -0.18754 -1.45 -1.58 -2.79 -0.99
C 0.83074 -1.27971 -1.05495 2.86 1.53 0.05 -0.75
N -0.07687 1.19122 -0.29070 -0.26 -1.63 0.29 -0.26
O 2.68179 0.84954 0.20952 -5.05 -2.59 0.16 -0.70
S 0.86478 -0.08379 0.28685 2.78 4.47 -0.09 0.80
H -0.37761 -0.45177 2.43756 0.22 1.18 -0.20 0.28
H 0.53595 -1.77175 1.72925 -0.42 0.18 -0.46 0.28
H -1.98026 1.14087 -1.19425 0.62 0.56 0.02 0.29
H -1.96081 0.33097 0.16924 0.19 -1.11 1.29 0.38
H -2.01677 2.01748 0.25373 0.18 1.44 1.10 0.38
H 1.87444 -1.34195 -1.42551 -0.56 -0.10 0.37 0.30
H 0.56455 -2.06156 -0.44219 -0.86 -2.59 0.26 0.34
H 0.22347 -1.00007 -1.88571 -0.92 0.25 0.00 0.27
H 0.31282 2.05893 -0.11448 1.60 1.66 0.37 0.28
```
Positions in Å, forces in eV/Å.

---

Formula: C5H9NO
Source: OMol25
Level of theory: ωB97M-V/def2-TZVPD

The calculation puts the HOMO energy at -9.70 eV. The total energy comes out at -8865.509 eV. As for the largest force on an atom: 1.91 eV/Å. The structure (SMILES) is C=C(CO)CC#N.[H][H]. Its net charge is 0.

Structure (XYZ):
```
16
Properties=species:S:1:pos:R:3:forces:R:3:mulliken_charge:R:1
C 0.54718 0.26741 1.18369 0.91 -0.57 -0.15 -0.32
C 0.18094 0.07091 -0.26565 -0.45 0.42 -0.65 0.10
C 0.58585 0.92235 -1.19762 0.26 -0.39 -0.11 -0.72
C -0.63438 -1.15803 -0.52540 0.34 -0.04 -0.26 -0.57
O -1.96326 -0.79079 -0.19763 -0.35 -0.24 0.04 -0.51
C 1.74301 -0.57659 1.01045 1.26 -0.60 1.30 0.15
N 2.66315 -1.23407 0.77034 -0.68 0.43 0.28 -0.45
H -1.07166 1.91535 0.65444 -0.49 0.62 0.08 0.10
H -0.16558 -0.14060 1.91767 0.23 0.04 -0.44 0.27
H 0.84906 1.27815 1.48537 -0.15 -0.23 -0.32 0.41
H 1.11959 1.83468 -0.93125 -0.10 -0.21 -0.10 0.33
H -0.96653 1.92747 -0.08077 -0.51 0.44 0.51 -0.04
H 0.41624 0.72845 -2.24670 -0.04 0.00 -0.06 0.26
H -0.51832 -1.44648 -1.57635 -0.20 -0.01 0.04 0.33
H -0.29867 -2.00614 0.09586 0.02 0.28 -0.15 0.34
H -2.48662 -1.59208 -0.09644 -0.04 0.06 -0.01 0.30
```
Positions in Å, forces in eV/Å.

---

Formula: C2H7NO2Si
Source: OMol25
Level of theory: ωB97M-V/def2-TZVPD

The calculation puts the HOMO energy at -10.44 eV. The total energy comes out at -15647.667 eV. As for the largest force on an atom: 3.68 eV/Å. The structure (SMILES) is C[SiH](C)[N+](=O)[O-]. Its net charge is 0.

Structure (XYZ):
```
13
Properties=species:S:1:pos:R:3:forces:R:3:mulliken_charge:R:1
C -0.16880 1.39857 1.18595 0.52 1.48 0.17 -0.97
C 0.03982 -1.72034 0.37576 1.54 2.15 -2.55 -0.95
N 0.35191 0.34561 -1.71046 2.08 -0.62 -0.34 0.69
O 0.12420 -0.39046 -2.66495 -0.84 0.15 0.60 -0.53
O 1.32304 1.09744 -1.73376 -0.40 0.48 0.44 -0.54
Si -0.52592 0.04399 -0.04398 0.39 -0.27 0.09 0.52
H -0.81311 1.40253 2.08524 0.26 -0.39 -0.42 0.33
H 0.88074 1.33209 1.50848 -0.23 -0.56 0.15 0.30
H -0.14946 2.47252 0.86045 -0.55 -1.02 -0.38 0.32
H 1.14663 -1.66611 0.44584 -0.51 -0.11 0.41 0.31
H -0.38260 -2.26616 1.17745 -0.62 -0.59 0.38 0.38
H -0.08538 -2.05346 -0.68882 -0.36 -0.80 1.11 0.25
H -1.74107 0.00376 -0.79720 -1.29 0.09 0.32 -0.12
```
Positions in Å, forces in eV/Å.

---

Formula: C5H13NO
Source: OMol25
Level of theory: ωB97M-V/def2-TZVPD

The calculation puts the HOMO energy at -7.89 eV. The total energy comes out at -8932.148 eV. As for the largest force on an atom: 3.07 eV/Å. The structure (SMILES) is CCC/C=C/N.O. Its net charge is 0.

Structure (XYZ):
```
20
Properties=species:S:1:pos:R:3:forces:R:3:mulliken_charge:R:1
C 2.11714 -1.71045 -0.81282 0.36 0.53 2.63 -1.09
C 0.76151 -0.99185 -0.54795 0.49 -0.13 1.11 -0.20
C 0.89310 0.16938 0.52365 2.17 -0.35 -0.61 -0.77
C -0.19591 1.14772 0.57419 -2.39 1.78 -0.70 -0.66
C -0.69711 1.74991 -0.52604 -0.19 -1.72 0.08 -0.01
N -1.92942 2.40207 -0.68262 1.39 -0.60 -0.31 -0.44
H 2.20125 -2.52697 -0.02418 0.10 0.60 -1.39 0.26
H 2.96594 -1.02667 -0.55364 -0.64 -0.35 -0.33 0.27
H 2.29660 -2.03683 -1.81803 -0.24 -0.50 -0.39 0.35
H 0.29259 -0.70412 -1.47554 -0.06 0.54 -0.21 0.40
H 0.08147 -1.71364 -0.08611 -0.09 -0.07 -0.24 0.20
H 1.10653 -0.29484 1.51776 -0.19 0.40 -0.74 0.28
H 1.79287 0.79033 0.25844 -0.25 -0.91 0.29 0.40
H -0.73637 1.49114 1.45035 0.35 -0.60 0.68 0.41
H -0.23285 1.43507 -1.47585 -0.40 0.56 0.20 0.27
H -2.40660 2.91589 0.02727 0.11 0.13 0.26 0.18
H -2.09206 2.62991 -1.63397 -0.48 0.62 -0.30 0.19
H -2.79543 -1.64490 1.59820 1.94 0.97 0.71 0.31
H -1.43596 -0.75026 1.57613 -0.43 0.00 -0.44 0.33
O -1.98728 -1.33089 2.11075 -1.52 -0.92 -0.31 -0.69
```
Positions in Å, forces in eV/Å.

---

Formula: C6H9N
Source: OMol25
Level of theory: ωB97M-V/def2-TZVPD

The calculation puts the HOMO energy (spin up / spin down) at -9.64 / -9.64 eV. The total energy comes out at -7851.848 eV. As for the largest force on an atom: 4.93 eV/Å. Its net charge is 0.

Structure (XYZ):
```
16
Properties=species:S:1:pos:R:3:forces:R:3:mulliken_charge:R:1
C -2.78745 0.29372 -0.14972 0.96 -0.23 -0.68 -0.20
C 1.79574 0.59494 0.05515 -2.07 -0.80 1.98 -0.63
C 0.58897 1.06349 0.91060 1.22 -1.60 -2.08 -0.81
C -0.43927 0.35430 -1.37981 -0.15 -0.67 4.88 -0.89
C 0.39810 -0.01078 -0.21604 -1.52 2.09 -0.38 1.33
C 0.26851 -1.46235 0.21180 0.99 -0.26 0.27 -1.62
N -3.84435 0.18493 0.31644 0.25 0.05 -0.03 -0.40
H -0.66630 -0.44692 -1.98873 -0.56 -1.28 -1.91 0.40
H 2.21724 1.35660 -0.58232 0.30 -0.37 -0.02 0.32
H 2.25489 -0.30674 0.45091 1.33 0.82 -0.25 0.31
H 0.21822 0.71818 1.84228 0.57 -0.57 0.93 0.29
H 0.40201 2.09348 0.77205 -0.74 0.80 -0.67 0.30
H -1.13225 1.14728 -1.21072 -0.03 1.67 -1.03 0.42
H 0.75120 -2.01405 -0.59771 0.08 -0.55 0.36 0.42
H -0.71724 -1.84353 0.35360 -1.13 0.30 -0.49 0.37
H 0.69198 -1.72255 1.21222 0.49 0.61 -0.88 0.39
```
Positions in Å, forces in eV/Å.